(1)
Here is an isolated ion of composition C4H10NOS and charge +1 at a distorted geometry from the Open Molecules 2025 dataset. Energies are from ωB97M-V/def2-TZVPD.

```
17
Properties=species:S:1:pos:R:3:forces:R:3:mulliken_spin:R:1
C 1.9041 -0.2133 0.6705 1.7797 -2.2261 0.1685 0.020
C 1.0957 0.9899 0.1679 -0.2698 -1.1421 -0.0436 0.004
C -1.3306 0.1795 -0.8637 -1.0846 3.8427 -4.9064 0.633
C -2.5766 0.4533 -1.6452 -0.4099 1.0374 -2.7921 0.051
N 1.0610 -1.1851 1.4442 -2.7457 3.9517 2.2049 0.010
O -1.2780 -0.4779 0.1547 0.8158 -3.1241 4.3135 0.799
S 0.1886 0.9107 -1.4439 0.5861 -1.0044 1.0728 0.378
H 2.4098 -0.9474 -0.0156 -0.6125 1.4136 -0.4082 -0.004
H 2.7650 0.0130 1.3674 -1.1447 0.5066 -0.6623 -0.002
H 0.2990 1.1453 0.9613 1.3362 1.0433 -0.8368 -0.006
H 1.8993 1.6661 -0.1024 -0.4077 1.0843 0.7383 0.010
H -3.3669 -0.0542 -1.1327 -0.6156 -0.4130 -0.0627 0.002
H -2.4915 0.1182 -2.7604 -0.1190 -0.0745 1.9478 0.053
H -2.9253 1.5325 -1.8355 0.9475 -1.0909 1.0238 0.047
H 1.4139 -2.0618 1.5615 1.5532 -3.1514 0.1833 -0.001
H 0.8157 -0.8264 2.4155 0.7152 -0.3797 -1.1686 0.001
H 0.1169 -1.2425 1.0566 -0.3243 -0.2734 -0.7721 0.005
```
Forces are in eV/Å.

Values from the calculation:
Total charge ... +1
E_LUMO (spin up / spin down) ... -3.5 / -7.2 eV
Orbital gap (spin up / spin down) ... 0.2275 / 0.2360 Ha
Spin multiplicity ... 3

(2)
Here is a 2-piece molecular cluster, C9H14 overall at a distorted geometry from the Open Molecules 2025 dataset. Energies are from ωB97M-V/def2-TZVPD.

```
23
Properties=species:S:1:pos:R:3:forces:R:3:mulliken_charge:R:1
C -0.4486 2.5108 -0.9900 0.6091 1.2911 -0.1183 -1.469
C -1.4577 0.2962 -0.5598 -0.1536 -0.8673 0.8320 -0.462
C -1.1672 1.5638 -0.0870 0.1093 0.5114 -0.3323 0.881
C -1.8574 -0.7390 0.3356 0.5930 2.0206 -1.1853 -0.515
C -2.1921 -0.3273 1.5972 0.4552 -0.6309 1.8712 -0.411
C -1.4635 1.9384 1.2310 0.0160 -1.1078 0.4587 -0.429
C -2.0118 0.9831 2.0725 -0.0392 0.0633 -1.0384 -0.384
H -1.3109 0.0893 -1.6117 0.2840 -0.1294 0.0142 0.331
H -1.7263 -1.7574 0.0139 -0.6131 -0.2908 0.1182 0.400
H 0.5851 2.7127 -0.6859 0.0281 -0.4843 0.3148 0.298
H -0.8512 3.5292 -0.9546 -0.4044 -0.2057 -0.2001 0.373
H -2.3675 -1.0658 2.3765 -0.4037 -0.0913 -0.2468 0.304
H -1.1642 2.8644 1.7035 -0.0393 0.3389 -0.5362 0.355
H -2.2417 1.2628 3.0906 -0.0348 -0.2654 0.0994 0.373
H -0.3528 2.1980 -2.0263 -0.3805 -0.1761 -0.0583 0.346
C 2.9706 -1.4448 -0.8742 -0.6697 0.1322 -0.8840 -0.813
C 2.0282 -2.6168 -0.5136 1.1325 0.7941 1.3777 -0.457
H 3.3857 -0.8952 -0.0348 0.0288 -0.1791 0.1741 0.266
H 3.7667 -1.7458 -1.5538 0.2044 -0.1099 0.2538 0.295
H 2.3825 -0.7271 -1.4558 0.1633 0.1233 0.0600 0.228
H 2.2389 -2.9224 0.5185 0.0498 -0.1836 -0.1458 0.250
H 2.2396 -3.4786 -1.1346 -0.6568 -0.0378 -0.2874 0.290
H 1.0157 -2.2283 -0.4572 -0.2784 -0.5155 -0.5411 -0.049
```
Forces are in eV/Å.

Values from the calculation:
E_LUMO ... 1.0 eV
Orbital gap ... 0.3673 Ha
Spin multiplicity ... 1
SMILES ... Cc1ccccc1.CC

(3)
Here is C3HFHgO3 as an isolated structure at a distorted geometry from the Open Molecules 2025 dataset. Energies are from ωB97M-V/def2-TZVPD.

```
9
Properties=species:S:1:pos:R:3:forces:R:3:mulliken_charge:R:1
O -1.0750 1.2044 0.8203 0.6444 -0.0722 0.8023 -0.319
C -1.6368 0.7773 -0.3201 -1.5189 0.7431 -0.7147 0.669
C 0.1488 0.5635 0.9378 0.0836 -0.2944 0.0249 0.113
O -2.6966 1.1460 -0.7543 1.0377 -0.4828 0.4377 -0.532
O -0.8082 -0.0948 -0.9010 0.9814 -0.9949 -0.6426 -0.288
C 0.3520 -0.2593 -0.1032 -0.4582 1.7744 0.3777 -0.046
H 0.7200 0.7681 1.8377 -0.1550 0.0054 -0.3750 0.371
Hg 1.9757 -1.3511 -0.6362 -5.3067 4.3227 1.2857 0.653
F 3.0201 -2.7541 -0.8811 4.6919 -5.0013 -1.1959 -0.621
```
Forces are in eV/Å.

Values from the calculation:
E_LUMO ... -0.3 eV
Orbital gap ... 0.3473 Ha
Spin multiplicity ... 1

(4)
Here is C31H46CeN4P2Si as an isolated structure at a distorted geometry from the Open Molecules 2025 dataset. Energies are from ωB97M-V/def2-TZVPD.

```
85
Properties=species:S:1:pos:R:3:forces:R:3:mulliken_charge:R:1
Ce 0.6372 0.4184 0.1422 0.2054 -1.9918 0.9655 1.246
C -0.7645 -1.9441 -1.7733 0.4696 0.2078 0.5225 -0.738
C -1.0182 -0.7649 -2.3544 0.4332 0.9922 0.4461 -0.869
C -2.3250 -0.0153 -2.3139 -0.6432 0.1869 -0.5068 -0.434
C -2.6096 1.0058 -1.1792 -0.0262 0.4121 -0.2667 -0.376
C -2.1658 0.6972 0.2229 0.0242 -1.4008 0.2800 -0.791
C -2.0920 -0.5653 0.7518 -0.0308 1.1007 -0.5517 -0.349
C -2.6224 -1.7955 0.0712 -0.2804 -0.5409 0.0305 -1.000
C -1.6637 -2.6391 -0.8067 -0.3415 -0.6872 0.3374 -0.779
C 0.6024 1.4413 2.1622 -0.2096 -0.0975 -0.7548 -1.181
H 0.2013 -2.4410 -1.9443 -0.3390 0.2309 -0.1096 0.578
H -0.2234 -0.2758 -2.9359 -0.2126 -0.3965 -0.2013 0.759
H -3.1889 -0.7007 -2.3711 0.5836 0.1232 -0.0695 0.282
H -2.3722 0.5950 -3.2333 -0.0445 -0.3957 0.2643 0.563
H -2.1655 1.9822 -1.4305 -0.1681 -0.1358 -0.1268 0.398
H -3.7042 1.1698 -1.2378 0.4206 0.1477 0.3438 0.035
H -1.9654 1.5666 0.8643 0.0332 -0.2172 -0.0151 0.821
H -1.7110 -0.6922 1.7692 -0.1685 0.0855 -0.0579 0.659
H -3.5217 -1.5824 -0.5250 0.2914 0.2486 0.4094 0.450
H -2.9414 -2.4827 0.8726 -0.0255 0.2785 -0.2769 0.454
H -1.0073 -3.2181 -0.1440 -0.3116 -0.0800 -0.2126 0.408
H -2.3336 -3.3700 -1.3034 0.5758 0.1775 0.0246 0.413
H 1.4730 1.0154 2.6931 -0.3582 0.2908 -0.0326 0.410
H -0.3574 1.3773 2.7065 0.5878 0.1087 -0.0369 0.429
H 0.7995 2.4624 1.7643 -0.0288 -0.1588 0.4252 0.471
P -7.2073 3.8106 -2.7092 -3.1712 1.8826 0.8995 -0.113
P -5.7563 2.8054 -5.2074 -0.7828 -1.0705 -2.6103 -0.275
N -8.1258 3.0926 -1.4392 0.1752 -1.2646 1.1166 0.357
N -8.0176 5.4357 -2.5210 1.2094 0.1979 -0.3131 0.334
N -6.0654 1.0879 -5.3852 0.2892 -0.8959 0.9810 0.482
N -5.2672 3.0483 -6.8714 0.4802 1.0258 -0.4630 0.344
C -8.2903 3.2221 -4.1012 0.3473 0.0877 -0.2301 -0.619
C -7.5247 3.3312 -5.4234 0.1891 0.2094 0.3330 -1.060
C -7.5087 2.1706 -0.5746 -1.6524 0.0655 0.0569 -0.238
C -8.4935 1.5584 0.1881 0.2299 0.5847 -0.7125 -0.562
C -9.7628 2.1197 -0.2093 1.0356 0.3882 -0.6486 -0.669
C -9.5055 3.0477 -1.2093 0.4159 -0.6732 0.5443 -0.107
C -7.2664 6.5453 -2.1125 -1.2625 0.6277 -0.3378 -0.449
C -8.0681 7.6852 -2.1643 -0.0519 -1.2434 -0.2263 -0.593
C -9.3723 7.2698 -2.6284 1.3362 -1.4053 0.2385 -0.792
C -9.3005 5.8888 -2.8224 0.0335 0.9229 -0.0791 -0.076
C -5.2803 0.1593 -4.6872 -0.9495 -0.3668 -0.6050 -0.109
C -5.7935 -1.1085 -4.8963 0.0192 0.4705 -0.0173 -0.309
C -6.9464 -0.9742 -5.7465 0.5385 1.0808 0.1853 -1.104
C -7.0773 0.3783 -6.0297 0.1362 -0.6021 0.3741 -0.135
C -5.7619 2.5173 -8.0704 0.4543 0.6011 -0.2902 -0.085
C -5.2404 3.2389 -9.1362 0.0572 0.0709 1.4101 -0.627
C -4.4179 4.2859 -8.5775 -0.4058 -0.4909 0.7442 -0.530
C -4.4642 4.1585 -7.1970 -0.4133 -0.7492 -1.0781 -0.446
H -9.1834 3.8526 -4.1498 0.1530 -0.3673 0.0696 0.412
H -8.6017 2.1854 -3.8934 0.2431 0.2962 -0.0352 0.492
H -8.0260 2.7316 -6.1876 0.2652 0.3398 -0.0371 0.403
H -7.4648 4.3708 -5.7795 -0.1202 -0.1922 0.1083 0.529
H -6.4403 2.0511 -0.6073 0.0739 -0.0316 0.0647 0.194
H -8.3353 0.7873 0.9308 -0.0234 0.1764 -0.0604 0.389
H -10.7336 1.8563 0.1902 0.1627 0.1305 -0.0810 0.445
H -10.1857 3.6861 -1.7610 0.2274 -0.2317 0.2356 0.242
H -6.2355 6.4235 -1.8241 0.0108 0.0232 -0.0131 0.387
H -7.7756 8.6947 -1.9097 0.0361 -0.1850 -0.0170 0.403
H -10.2320 7.8945 -2.8017 -0.0362 -0.0543 0.0609 0.445
H -10.0867 5.2163 -3.1542 0.2876 0.3200 0.0811 0.311
H -4.4350 0.5081 -4.1144 -0.0752 -0.0320 -0.0667 -0.073
H -5.3974 -2.0398 -4.4914 -0.1435 0.3583 -0.1536 0.396
H -7.5937 -1.7674 -6.0998 0.1559 0.1909 0.0238 0.445
H -7.8131 0.8820 -6.6519 0.2560 -0.3051 0.3139 0.426
H -6.4361 1.6686 -8.0734 0.3218 0.2328 -0.0285 0.286
H -5.4179 3.0534 -10.1866 -0.0076 -0.0296 0.1782 0.442
H -3.8692 5.0356 -9.1345 -0.0957 -0.1366 0.1584 0.413
H -4.0157 4.7394 -6.4082 0.0821 0.0343 -0.0416 0.354
C 3.2548 -2.5962 -0.8039 -0.2212 0.0774 -0.0683 -0.941
Si 2.9396 -2.0057 0.9500 1.6206 -0.7473 -0.2062 -0.098
C 3.7168 -3.2779 2.1007 -0.2749 -0.1334 0.5159 -1.007
C 3.8647 -0.3867 1.1999 -0.1031 0.1027 0.2055 -1.036
C 1.1207 -1.6292 1.1676 -0.9951 0.5661 0.4813 -0.521
H 4.3396 -2.7268 -0.9588 -0.4028 0.0877 0.0380 0.377
H 2.8944 -1.8828 -1.5619 0.1221 -0.1604 -0.0468 0.310
H 2.7732 -3.5677 -0.9975 0.1291 0.2833 0.0322 0.343
H 4.7986 -3.3910 1.8935 -0.4896 0.2364 -0.1096 0.338
H 3.6310 -2.9951 3.1647 0.0013 -0.0853 -0.3769 0.357
H 3.2750 -4.2851 2.0003 0.0710 0.4349 -0.0402 0.344
H 3.5824 0.4410 0.5176 0.2280 0.0010 0.0943 0.373
H 3.7735 -0.0337 2.2415 0.0976 -0.0109 -0.3730 0.328
H 4.9304 -0.6082 1.0123 -0.3841 0.3155 -0.0117 0.373
H 0.5526 -2.5497 0.9674 -0.0467 0.3440 -0.3393 0.146
H 0.9008 -1.4251 2.2525 0.1804 0.2084 -0.6578 0.499
```
Forces are in eV/Å.

Values from the calculation:
Total charge ... +2
E_LUMO (spin up / spin down) ... -9.3 / -9.3 eV
Orbital gap (spin up / spin down) ... 0.0687 / 0.0681 Ha
Spin multiplicity ... 1

ΔE to the lowest compared entry with this formula, charge and spin in kcal per mole, matching the order above: 8.8; 16.6; 0.0; 0.0